Formula: C6H8FNO
Source: OMol25
Level of theory: ωB97M-V/def2-TZVPD

Geometry (Å):
C  2.859  1.086  -0.469
C  1.291  -1.245  0.016
C  -0.175  0.721  0.844
C  -0.351  -0.400  -1.453
C  3.052  0.067  0.482
C  0.065  -0.532  -0.029
N  2.600  1.879  -1.243
O  1.744  -2.334  0.010
F  4.052  -0.873  0.163
H  -1.195  1.060  0.550
H  -0.256  0.458  1.978
H  0.562  1.617  0.707
H  0.429  0.238  -2.015
H  -0.586  -1.329  -1.901
H  -1.296  0.121  -1.478
H  3.281  0.443  1.494
H  -0.724  -1.173  0.419

Calculated values
Spin multiplicity: 1
Energy above the lowest of the compared OMol25 structures with the same formula, charge and spin, kcal per mole: 53.6
HOMO-LUMO gap (spin up / spin down), eV: 8.972 / 8.972
E_tot, Ha: -463.16424
E_HOMO (spin up / spin down), eV: -8.87 / -8.87